20
Properties=species:S:1:pos:R:3:forces:R:3 method="wB97M-V/def2-TZVPD" relative_energy_kj_mol=62.7 lumo_ha=0.022 smiles="C/C=C(/C)N.O.O" homo_energy_ev=-8.5 multiplicity=1 molar_mass_g_mol=107.153 total_charge=0
C 0.447 2.211 0.348 -0.6 0.3 0.0
C 0.462 0.954 -0.455 0.3 -0.1 -0.3
C -0.157 -0.185 -0.149 0.3 0.4 0.2
C 0.014 -1.423 -0.980 0.1 -0.2 0.6
N -0.953 -0.286 1.007 -0.4 -0.3 -0.3
H 0.887 2.065 1.334 0.4 0.1 0.0
H -0.570 2.552 0.554 -0.2 -0.2 0.0
H 0.915 3.047 -0.179 0.3 -0.3 0.2
H 1.091 0.939 -1.335 0.0 0.0 -0.1
H 0.190 -2.267 -0.307 0.1 -0.1 -0.1
H -0.851 -1.680 -1.579 -0.3 0.0 -0.2
H 0.884 -1.321 -1.618 -0.1 0.0 -0.3
H -0.564 0.025 1.884 0.1 0.2 -0.1
H -1.407 -1.182 1.091 0.1 -0.1 0.3
O 3.505 0.011 0.105 -0.1 -0.3 0.0
H 3.631 -0.493 0.916 0.1 0.1 0.0
H 2.695 -0.368 -0.264 0.1 0.3 0.1
O -3.748 -0.892 0.089 0.3 0.0 -0.2
H -3.010 -0.271 0.189 -0.2 0.1 0.2
H -3.459 -1.436 -0.652 -0.2 -0.1 0.0

---

32
Properties=species:S:1:pos:R:3:forces:R:3 method="wB97M-V/def2-TZVPD" relative_energy_kj_mol=177.3 lumo_ha=-0.173 homo_energy_ev=-12.4 multiplicity=1 molar_mass_g_mol=318.182 total_charge=+1
C 1.254 1.570 1.452 0.6 2.5 -0.3
N 0.455 0.433 1.107 -0.4 -0.1 -0.2
C 1.142 -0.438 0.233 -0.4 -0.9 -1.2
C 1.182 0.093 -1.188 -2.1 -2.9 0.8
C -0.306 0.195 -1.698 0.6 -0.4 -0.8
C -1.059 1.055 -0.780 0.6 -1.3 0.0
N -2.260 0.836 -0.333 -0.1 -0.9 -0.4
C -3.147 -0.248 -0.554 -1.2 3.5 1.9
C -4.299 0.173 0.000 -1.3 -0.2 0.0
I -6.171 -0.704 -0.089 0.3 -0.1 0.1
C -4.071 1.471 0.596 1.5 -0.5 0.0
N -2.841 1.819 0.409 -0.3 1.0 0.2
C 0.846 -1.889 0.338 0.7 -0.6 2.8
C 2.231 -1.321 0.739 0.2 0.1 -0.6
C 3.434 -1.505 -0.207 0.3 -0.6 2.8
H 1.084 1.871 2.485 0.1 -0.2 0.0
H 2.375 1.442 1.281 -1.4 0.1 0.2
H 0.871 2.474 0.865 0.9 -1.0 0.5
H 0.212 -0.096 1.922 -0.4 -0.1 0.5
H 1.680 -0.623 -1.803 0.2 -0.4 -0.5
H 1.786 0.910 -1.185 1.1 3.1 -0.5
H -0.241 0.898 -2.583 -0.2 -1.1 0.3
H -0.742 -0.870 -1.961 0.8 2.4 0.6
H -0.658 2.036 -0.655 0.0 0.6 0.5
H -2.993 -1.142 -0.986 1.1 -2.6 -1.7
H -4.634 2.090 1.256 -0.8 0.1 0.0
H 0.930 -2.506 -0.506 -0.3 -0.6 -1.2
H 0.252 -2.330 1.173 0.3 0.7 -0.8
H 2.551 -1.182 1.812 -0.7 -0.4 -1.2
H 3.810 -0.482 -0.208 1.3 -0.3 0.2
H 3.267 -1.695 -1.241 -0.5 -0.8 -0.6
H 4.058 -2.334 0.310 -0.4 1.7 -1.4